# 1
Formula: C52H60BN13O11PS5Ti
Source: OMol25
Level of theory: ωB97M-V/def2-TZVPD

Calculated values
maximum force: 3.1 eV/A
HOMO-LUMO gap (spin up / spin down): 4.2 / 6.0 eV
spin multiplicity: 3
LUMO level (spin up / spin down): 0.428 / 0.520 eV
charge: -1

Positions of all 144 atoms, in Å:
Ti -0.92253 -0.25635 0.28354
C 5.57787 3.01295 1.44244
C 4.25137 2.25955 1.30394
C 4.40277 1.22175 0.18904
C 3.93047 1.62585 2.66144
N 3.17007 3.17775 0.91824
C 3.36437 4.48715 0.55404
C 2.18037 4.97935 0.13594
N 1.24497 3.99105 0.23114
B -0.23863 4.22575 -0.10946
N -0.93943 4.20945 1.27774
C -0.67443 5.26675 2.10354
C -1.00513 4.92295 3.36304
N -1.47983 3.63235 3.33254
C -1.45693 3.22185 2.03194
S -2.18233 1.83115 1.38564
C -1.98033 2.98605 4.54884
C -0.98483 3.27985 5.68214
C -3.36443 3.57855 4.83404
C -2.07763 1.47065 4.41334
N -0.78293 3.27525 -1.18876
C -2.11823 3.27015 -1.51666
C -2.23553 3.03295 -2.83676
N -0.96893 2.89415 -3.36906
C -0.08773 3.01115 -2.33336
S 1.56497 2.82155 -2.39416
C -0.76613 2.95465 -4.81976
C -1.27853 4.32455 -5.29446
C 0.69597 2.82885 -5.22716
C -1.55213 1.81275 -5.47796
C 1.85457 2.88905 0.70204
S 1.07497 1.41555 1.08254
H 6.33367 2.30505 1.77384
H 5.51207 3.81315 2.17754
H 5.90457 3.42365 0.49054
H 5.03277 0.39975 0.51854
H 4.84407 1.68895 -0.68966
H 3.43347 0.83765 -0.11406
H 4.70607 0.91125 2.92864
H 2.97207 1.11695 2.63314
H 3.88547 2.40155 3.42614
H 4.30847 4.97935 0.61394
H 1.93287 5.94745 -0.24476
H -0.34703 5.34715 -0.52556
H -0.27873 6.17905 1.71384
H -0.94293 5.49905 4.25994
H -0.99953 4.32115 5.99134
H 0.02277 3.02425 5.35844
H -1.22753 2.67255 6.55024
H -3.31483 4.66295 4.90774
H -3.76663 3.18215 5.76184
H -4.03983 3.31965 4.02224
H -1.13373 1.06015 4.06424
H -2.85573 1.18275 3.71484
H -2.30433 1.04455 5.38744
H -2.87353 3.45145 -0.77686
H -3.11683 2.95605 -3.43976
H -0.72753 5.11905 -4.79386
H -2.33683 4.45665 -5.07986
H -1.12793 4.41615 -6.36756
H 1.09847 1.87445 -4.90386
H 0.76157 2.90015 -6.31156
H 1.29187 3.62065 -4.78386
H -1.12633 1.57695 -6.45086
H -2.60013 2.06885 -5.62026
H -1.47883 0.93185 -4.84836
O -5.26913 -4.98695 4.00164
N -4.11933 -4.53685 4.02454
O -3.24833 -5.00015 4.76514
C -3.81993 -3.46535 3.16464
C -4.79893 -3.13195 2.22604
C -4.61843 -2.10865 1.30254
C -5.55153 -1.72425 0.30344
C -5.25883 -0.66555 -0.51606
C -4.02073 -0.01575 -0.40776
N -3.08663 -0.42345 0.44914
C -3.37973 -1.40935 1.31004
C -2.36603 -1.73045 2.24894
N -1.22173 -0.99845 2.14484
C -0.29283 -1.16715 3.10984
C -0.43123 -2.10625 4.10984
C -1.55273 -2.92855 4.16534
C -2.57653 -2.74625 3.22294
H -5.70313 -3.72335 2.21504
H -6.47813 -2.27015 0.19824
H -5.96133 -0.32435 -1.26326
H -3.79213 0.86635 -0.99386
H 0.58637 -0.52575 3.05764
H 0.35207 -2.21835 4.84574
H -1.63243 -3.69375 4.91954
C 1.77087 -3.10905 -2.23826
O 1.01227 -1.97595 -1.83386
P 1.23617 -0.39915 -2.18846
O 2.68517 -0.66585 -2.91606
C 3.64947 0.28945 -3.29656
O 0.27087 -0.26795 -3.53306
C 0.28057 -1.30235 -4.49046
H 2.17007 -2.99945 -3.24326
H 1.07437 -3.94925 -2.20016
H 2.59977 -3.27235 -1.54586
H 4.56487 0.08795 -2.73626
H 3.31727 1.31105 -3.11306
H 3.84947 0.16505 -4.36586
H 1.29877 -1.52395 -4.81986
H -0.30633 -0.95815 -5.34176
H -0.17163 -2.21325 -4.08556
O -2.81893 -3.77935 -0.22376
S -2.14713 -3.24175 -1.37596
O -1.20723 -4.12145 -2.01436
N -1.46643 -1.80195 -0.97526
C -1.85163 -0.83685 -1.80696
O -1.42713 0.32985 -1.50776
C -2.89573 -1.20495 -2.74396
C -3.61833 -0.39855 -3.63166
C -4.70543 -0.93865 -4.28766
C -5.09493 -2.26075 -4.07366
C -4.36703 -3.08135 -3.21276
C -3.27503 -2.54825 -2.57646
H -3.33853 0.63245 -3.76816
H -5.27343 -0.31885 -4.96986
H -5.97123 -2.65205 -4.57086
H -4.65733 -4.10705 -3.03766
O 7.38317 -3.36035 1.30824
S 7.51027 -4.80265 1.16194
O 8.33067 -5.43745 2.17754
O 7.73277 -5.26205 -0.20426
C 5.80987 -5.45315 1.40124
N 5.63287 -6.76085 1.51174
C 4.38937 -7.20355 1.50844
C 3.29347 -6.35675 1.39844
C 3.58477 -4.99975 1.27404
N 4.84587 -4.56795 1.27444
C 2.56607 -3.95545 1.11304
C 2.98887 -2.63355 0.96654
C 2.05017 -1.64495 0.76884
N 0.73597 -1.86695 0.70554
C 0.33107 -3.13165 0.84784
C 1.19517 -4.19125 1.05374
H 4.25837 -8.27465 1.59544
H 2.28277 -6.72925 1.41184
H 4.04917 -2.43465 0.99444
H 2.37007 -0.61925 0.65944
H -0.73033 -3.32995 0.79084
H 0.78647 -5.18325 1.14794

---

# 2
Formula: C52H61BClGaN3O5PS2
Source: OMol25
Level of theory: ωB97M-V/def2-TZVPD

Calculated values
maximum force: 0.5 eV/A
relative energy (zero: lowest compared OMol25 entry of this formula, charge and spin): 0.3327 eV
HOMO-LUMO gap: 8.1 eV
spin multiplicity: 1
LUMO level: 0.375 eV

Positions of all 127 atoms, in Å:
Ga -0.17880 -0.76748 0.24085
O -1.64412 -1.40258 -3.38868
C -1.58299 -1.17924 -2.21111
O -0.44039 -0.91068 -1.58478
C -2.82639 -1.12795 -1.33072
P -2.61954 0.35209 -0.25590
C -2.22246 1.63117 -1.48571
C -2.99940 1.77918 -2.63402
C -2.64716 2.70366 -3.59982
C -1.51875 3.49304 -3.42217
C -0.73892 3.35233 -2.28543
C -1.08808 2.41618 -1.32118
C -4.30230 0.79944 0.25910
C -4.64104 2.13478 0.46700
C -5.90215 2.46862 0.93843
C -6.83431 1.47503 1.20265
C -6.50430 0.14348 0.99141
C -5.24316 -0.19393 0.52605
H -2.83872 -2.01747 -0.69178
H -3.72275 -1.11465 -1.94649
H -3.87760 1.16106 -2.77891
H -3.24403 2.80238 -4.49697
H -1.25175 4.21501 -4.18218
H 0.14559 3.95985 -2.14280
H -0.46658 2.29306 -0.43972
H -3.92219 2.91586 0.24952
H -6.15913 3.50893 1.09110
H -7.81801 1.73808 1.56922
H -7.23036 -0.63457 1.18799
H -4.99540 -1.23650 0.36381
C 3.69485 -2.77889 4.16430
C 2.69492 -2.34630 3.08803
C 2.97655 -3.06355 1.76770
C 1.26420 -2.56004 3.54987
C 0.85018 -3.81554 3.97785
C -0.43961 -4.01624 4.44058
C -1.33199 -2.95969 4.49073
C -0.96584 -1.69119 4.05319
C -1.94777 -0.54089 4.11769
C -3.33199 -0.95020 3.62438
C -2.01807 0.02927 5.53642
C 0.33299 -1.51808 3.57537
N 0.75992 -0.24074 3.08620
B 0.79445 0.25464 1.74441
N 1.60183 1.43938 1.82369
C 1.97458 1.62638 3.15633
C 1.46786 0.63196 3.90605
C 2.20032 2.24246 0.80730
C 1.87339 3.60353 0.71852
C 2.52291 4.36880 -0.24321
C 3.46027 3.80451 -1.09370
C 3.77086 2.45950 -0.98687
C 3.16450 1.65669 -0.02505
C 3.63551 0.22127 0.14285
C 3.35129 -0.63172 -1.09245
C 5.12304 0.18148 0.50263
C 0.91064 4.27479 1.68353
C -0.16101 5.10934 0.98048
C 1.68619 5.15945 2.66768
H 4.69933 -2.43618 3.90885
H 3.72900 -3.86657 4.25766
H 3.42939 -2.36784 5.13923
H 2.84178 -1.27930 2.91632
H 2.79139 -4.13624 1.86136
H 4.01965 -2.92745 1.47230
H 2.33981 -2.68081 0.96687
H 1.54541 -4.64679 3.95221
H -0.75370 -5.00320 4.75524
H -2.33594 -3.13061 4.85714
H -1.58065 0.24835 3.45787
H -3.80779 -1.66367 4.30014
H -3.26556 -1.41793 2.64176
H -3.98655 -0.07962 3.54765
H -2.39113 -0.72522 6.23318
H -2.69067 0.88869 5.57287
H -1.03478 0.35002 5.88516
H 2.60755 2.44471 3.45368
H 1.58254 0.44409 4.96106
H 2.29978 5.42599 -0.32219
H 3.96459 4.42274 -1.82744
H 4.52123 2.02784 -1.63883
H 3.09477 -0.21903 0.98064
H 3.88267 -0.25620 -1.96868
H 2.29218 -0.63803 -1.35956
H 3.67245 -1.66139 -0.91974
H 5.74038 0.53915 -0.32425
H 5.42753 -0.84334 0.72441
H 5.33635 0.79923 1.37663
H 0.40202 3.49534 2.25275
H 0.28076 5.89221 0.36099
H -0.79112 5.59955 1.72497
H -0.80218 4.49926 0.34470
H 2.12465 6.01332 2.14563
H 2.50080 4.61939 3.15079
H 1.02168 5.54337 3.44353
C 1.16435 -3.63245 -3.85228
C -0.23895 -4.13817 -3.69756
C -1.06936 -4.33077 -4.78632
C -2.37154 -4.77834 -4.61342
Cl -3.38931 -5.00508 -6.01227
C -2.87099 -5.03708 -3.35608
C -2.05218 -4.84777 -2.24614
C -0.74919 -4.41144 -2.42422
O 0.12818 -4.18589 -1.39444
C -0.22880 -4.61952 -0.09871
C -1.18220 -3.63432 0.57514
O -2.31745 -3.93676 0.87118
O -0.67014 -2.44954 0.78509
H 1.37261 -3.39527 -4.89431
H 1.88630 -4.37676 -3.50894
H 1.31247 -2.72880 -3.26052
H -0.70360 -4.11739 -5.78230
H -3.88999 -5.37647 -3.23146
H -2.45048 -5.02472 -1.25667
H 0.70482 -4.64304 0.46023
H -0.68242 -5.61160 -0.10691
S 1.41611 0.33361 -4.21565
C 1.79351 1.63029 -5.13809
N 2.52150 2.70367 -4.76162
C 2.52143 3.85713 -5.64098
C 2.35906 3.27937 -7.04042
S 1.27888 1.83593 -6.81092
H 2.73391 2.78613 -3.77884
H 3.45606 4.40993 -5.54426
H 1.69333 4.53240 -5.40430
H 3.31530 2.94642 -7.44190
H 1.90138 3.98389 -7.73021

---

# 3
Formula: C52H62AgBGeN4S2Te
Source: OMol25
Level of theory: ωB97M-V/def2-TZVPD

Calculated values
maximum force: 0.6 eV/A
relative energy (zero: lowest compared OMol25 entry of this formula, charge and spin): 0.0000 eV
HOMO-LUMO gap (spin up / spin down): 6.3 / 4.8 eV
spin multiplicity: 2
LUMO level (spin up / spin down): 2.244 / 0.974 eV
charge: -1

Positions of all 124 atoms, in Å:
Ag -0.14984 -0.06022 0.61274
Te -0.81228 -0.27225 3.35465
C -0.14447 -1.48536 4.92306
C 0.34441 -1.07118 6.13810
C 0.69571 -2.14683 6.99753
C 0.47446 -3.36570 6.42068
S -0.16275 -3.19995 4.84899
H 0.44422 -0.02469 6.39284
H 1.09945 -2.02195 7.99325
H 0.65735 -4.33930 6.85080
C 2.86527 -1.68195 2.91574
C 3.19450 -3.10336 2.45591
C 4.67320 -3.21779 2.07464
C 2.22998 -3.68541 1.42151
C 1.63271 -4.89842 1.76124
C 0.72650 -5.52465 0.92605
C 0.38295 -4.93189 -0.27517
C 0.94005 -3.71658 -0.66170
C 0.53126 -3.08164 -1.98075
C -0.87431 -3.47505 -2.42223
C 1.54381 -3.40847 -3.08286
C 1.88271 -3.10682 0.18647
N 2.45344 -1.85499 -0.20628
B 1.82673 -0.54413 -0.14400
N 2.85039 0.30849 -0.70679
C 3.94902 -0.45942 -1.10838
C 3.70282 -1.75264 -0.81864
C 2.82126 1.72168 -0.89779
C 2.23384 2.25208 -2.05083
C 2.15738 3.63644 -2.17906
C 2.67850 4.47210 -1.20419
C 3.29077 3.92932 -0.08660
C 3.37038 2.55109 0.08607
C 4.03630 1.97855 1.32077
C 3.37562 2.46570 2.60953
C 5.53488 2.28667 1.31714
C 1.72137 1.35817 -3.15938
C 2.37391 1.70200 -4.50014
C 0.20082 1.40917 -3.26523
H 3.46217 -1.43292 3.79875
H 1.81078 -1.57534 3.17578
H 3.07606 -0.94596 2.14203
H 3.05715 -3.75059 3.32738
H 4.94767 -2.48309 1.31936
H 4.91817 -4.21363 1.69498
H 5.29155 -3.02930 2.95695
H 1.88127 -5.34654 2.71734
H 0.27338 -6.46406 1.22075
H -0.34836 -5.41046 -0.91467
H 0.53737 -2.00121 -1.82919
H -0.92032 -4.52108 -2.74338
H -1.18605 -2.86227 -3.27103
H -1.60714 -3.32731 -1.62780
H 1.61932 -4.49230 -3.21967
H 2.53623 -3.02202 -2.84888
H 1.22384 -2.97061 -4.03334
H 4.81536 -0.01620 -1.57560
H 4.32484 -2.61586 -0.99587
H 1.69653 4.06536 -3.06499
H 2.61448 5.54888 -1.32167
H 3.70134 4.58541 0.67462
H 3.92073 0.89755 1.28295
H 3.53889 3.53848 2.75791
H 3.80214 1.94346 3.47013
H 2.29823 2.29089 2.59464
H 5.71261 3.36507 1.36875
H 6.01551 1.91105 0.41083
H 6.02356 1.82536 2.17933
H 1.99908 0.33359 -2.90830
H 2.05416 2.68492 -4.85865
H 2.09162 0.96631 -5.25789
H 3.46375 1.71183 -4.42345
H -0.14233 2.42749 -3.48205
H -0.26929 1.06985 -2.33974
H -0.13945 0.76085 -4.07764
C -5.13386 3.76964 0.45418
C -5.25155 3.10905 -0.76098
C -4.56204 1.91828 -0.98224
C -3.74647 1.34869 -0.00009
C -3.64569 2.03512 1.21700
C -4.32563 3.22334 1.44669
Ge -2.63738 -0.31361 -0.24854
C -3.38271 -0.99021 -1.96831
C -3.05983 -0.34718 -3.16837
C -3.54159 -0.79013 -4.39461
C -4.35912 -1.91205 -4.45296
C -4.69204 -2.56816 -3.27549
C -4.21437 -2.10844 -2.05213
C -3.49580 -1.58117 1.04191
C -2.85253 -2.80867 1.23884
C -3.30694 -3.73140 2.16969
C -4.42364 -3.44124 2.94618
C -5.08061 -2.23246 2.76387
C -4.62317 -1.31935 1.81743
H -5.66984 4.69569 0.62915
H -5.88478 3.51681 -1.54260
H -4.68747 1.41596 -1.93676
H -2.99283 1.65190 1.99652
H -4.21700 3.72624 2.40082
H -2.40607 0.51900 -3.15052
H -3.27033 -0.26566 -5.30439
H -4.73155 -2.27106 -5.40540
H -5.32947 -3.44491 -3.30588
H -4.49177 -2.63741 -1.14666
H -1.94670 -3.03622 0.68008
H -2.77432 -4.66593 2.30786
H -4.77159 -4.14761 3.69097
H -5.95232 -1.99355 3.36333
H -5.15713 -0.38280 1.69427
S -0.06802 2.77456 1.26170
C -0.63626 3.85205 0.09876
N -1.38693 3.44531 -0.93242
C -1.84050 4.29896 -2.01424
C -2.02541 5.71078 -1.49001
C -0.73539 6.15471 -0.82250
N -0.34788 5.17014 0.17090
H -1.64941 2.46878 -0.91656
H -2.77624 3.89318 -2.39036
H -1.11194 4.29556 -2.83464
H -2.84038 5.71678 -0.76224
H -2.28139 6.39086 -2.30352
H -0.86330 7.11408 -0.32040
H 0.05198 6.27368 -1.57757
H 0.28204 5.41370 0.91391